Record 1
Entry from OMol25: a cluster of 2 separate species, C6H9N2O2 in total at a distorted geometry (wB97M-V/def2-TZVPD).

Calculated values
* HOMO-LUMO gap: 8.3 eV
* ΔE to the lowest compared entry with this formula, charge and spin: 48.0 kJ/mol
* calculated total energy: -494.10440 hartree

```
! wB97M-V def2-TZVPD RIJCOSX def2/J DEFGRID3
* xyz -1 1
C 3.7374 -0.4441 -0.5909
C 0.2084 -0.8338 -0.3947
C 1.5669 0.6819 0.4194
C 2.2613 -0.2732 -0.2705
N 0.2374 0.2827 0.3540
N 1.4275 -1.2682 -0.7123
H -0.6626 0.7815 0.5607
H -0.5999 -1.4058 -0.8219
H 1.7454 1.6530 0.8406
H 4.0560 -1.3977 -0.1827
H 4.2885 0.3910 -0.1520
H 3.8582 -0.3736 -1.6688
C -3.1740 -0.2648 0.0371
C -3.1206 1.0996 0.7623
O -2.0065 1.4217 1.3049
O -4.1973 1.7014 0.9364
H -2.5360 -0.9776 0.5397
H -2.8756 -0.1930 -1.0159
H -4.2145 -0.5809 0.0548
*
```

Record 2
Entry from OMol25: a cluster of 3 separate species, C3H10N5 in total at a distorted geometry (wB97M-V/def2-TZVPD).

Calculated values
* HOMO-LUMO gap (alpha / beta): 7.5 / 7.4 eV
* ΔE to the lowest compared entry with this formula, charge and spin: 788.3 kJ/mol
* calculated total energy: -393.55774 hartree

```
! wB97M-V def2-TZVPD RIJCOSX def2/J DEFGRID3
* xyz 1 1
C -0.1624 0.4193 0.3877
C -0.0395 1.8699 0.5838
C 2.2232 -0.3820 0.4787
N -2.3985 0.3299 0.2492
N 0.3530 -1.7541 0.5142
N -1.0340 -1.6410 0.2480
N 0.8814 -0.4635 0.4911
N -1.3164 -0.2509 0.2367
H 0.1739 0.6309 -2.4926
H -1.0790 2.1449 0.9035
H 0.2560 2.3623 -0.3686
H 0.7713 2.0968 1.2680
H -0.5590 0.2017 -2.5976
H 2.7534 0.5874 0.2346
H 2.8785 -1.1134 0.3154
H -3.1965 -0.1986 -0.0409
H 0.8228 -2.4471 -0.0849
H -1.3283 -2.3925 -0.3265
*
```

Record 3
Entry from OMol25: a cluster of 13 separate species, C46H102O27S6 in total at a distorted geometry (wB97M-V/def2-TZVPD).

Calculated values
* HOMO-LUMO gap: 8.8 eV
* calculated total energy: -6234.28663 hartree

```
! wB97M-V def2-TZVPD RIJCOSX def2/J DEFGRID3
* xyz 0 1
C -2.5806 -4.2921 3.8234
C -1.7629 -3.8483 5.0432
C -1.5394 -2.3509 4.8006
O -1.4443 -2.2490 3.4126
C -2.3906 -3.0751 2.8262
H -3.6292 -4.5698 3.9659
H -2.1257 -5.1640 3.3918
H -0.7632 -4.3588 4.9874
H -2.1936 -4.0807 5.9870
H -0.5933 -1.9879 5.1462
H -2.3740 -1.7154 5.2232
H -1.9596 -3.4530 1.8919
H -3.3103 -2.5740 2.6161
C 0.2532 -0.4475 -6.9799
C 0.4622 -1.5668 -7.9328
C 1.2704 -2.5375 -7.0597
O 0.8273 -2.3560 -5.7674
C 0.1175 -1.1324 -5.6369
H -0.5820 0.2714 -7.1814
H 1.2182 0.1598 -6.8202
H 0.9230 -1.3933 -8.9075
H -0.5313 -1.9739 -8.1973
H 2.3335 -2.3420 -7.1735
H 1.0668 -3.6012 -7.3283
H 0.5873 -0.5333 -4.8508
H -0.9220 -1.3724 -5.2818
C -4.9372 -0.0411 4.2221
C -4.6813 0.2704 2.7493
C -5.3389 -0.9528 1.9927
O -5.9289 -1.6948 2.9942
C -6.2287 -0.7960 4.0794
H -4.9239 0.9189 4.7598
H -4.0906 -0.6511 4.6295
H -3.6267 0.2776 2.4662
H -5.1313 1.2668 2.5518
H -4.5523 -1.5228 1.5442
H -6.0587 -0.7521 1.2581
H -6.4630 -1.3803 4.9827
H -7.0147 -0.0824 3.8565
C -1.2519 4.7978 1.7985
C -1.8397 3.4276 1.3659
C -1.3008 3.3791 -0.0656
O -1.6327 4.6975 -0.5606
C -1.2826 5.5998 0.5052
H -0.2088 4.6389 2.1771
H -1.7766 5.3636 2.5524
H -2.9679 3.4899 1.3763
H -1.6577 2.5176 1.9533
H -1.7074 2.6856 -0.7547
H -0.2332 3.2791 -0.0871
H -2.0129 6.4113 0.6405
H -0.3395 6.0223 0.2729
C -0.6221 -5.5048 -1.5205
C 0.2211 -4.5062 -2.2756
C -0.7157 -3.2985 -2.4204
O -1.5760 -3.3472 -1.2933
C -1.7421 -4.6810 -0.8705
H -0.1342 -6.1751 -0.7776
H -1.0041 -6.2519 -2.1902
H 0.7076 -4.8993 -3.1727
H 1.0430 -4.2525 -1.5813
H -1.2820 -3.3015 -3.3933
H -0.0554 -2.4658 -2.5126
H -2.7348 -4.9848 -1.1931
H -1.7171 -4.7874 0.2157
C 2.9012 4.2470 -2.5320
C 3.6064 2.9823 -3.0648
C 2.7238 2.6592 -4.3027
O 1.5187 3.3854 -4.2253
C 1.4523 3.8852 -2.8921
H 3.1669 5.1437 -3.1110
H 3.0826 4.3802 -1.4718
H 3.4374 2.1961 -2.3535
H 4.6509 3.0903 -3.4204
H 2.5687 1.5501 -4.3299
H 3.2690 2.9796 -5.1949
H 1.1819 3.1317 -2.1791
H 0.7205 4.7138 -2.8686
O 5.3877 -0.7822 2.2516
S 5.0876 0.5882 2.5645
O 4.9570 0.8932 3.9870
O 6.1895 1.4718 2.0212
C 6.2293 2.8967 2.4544
C 7.6831 3.4146 2.7866
C 3.6495 1.1614 1.7290
H 5.5410 3.0522 3.3370
H 5.8586 3.4924 1.5186
H 8.3587 3.2291 1.9875
H 8.0547 2.8434 3.6608
H 7.5275 4.4604 2.9599
H 2.7582 0.7700 2.1618
H 3.7399 1.0470 0.6615
H 3.7778 2.2267 2.0004
O 1.0195 0.0379 4.2599
S 1.1701 1.3843 4.7633
O 1.2947 2.4314 3.7789
O -0.0111 1.7787 5.8199
C -1.1206 2.7408 5.4227
C -2.2125 1.7929 4.9585
C 2.3554 1.3952 6.0142
H -0.7502 3.4033 4.5845
H -1.3629 3.3580 6.3255
H -2.4576 1.1244 5.7903
H -1.7963 1.1167 4.2212
H -3.1039 2.2749 4.5285
H 2.3393 2.3346 6.5512
H 3.2664 1.1754 5.4673
H 2.1297 0.5125 6.6008
O -6.1291 2.2337 -2.7832
S -5.7072 2.0529 -1.4252
O -5.0472 0.8301 -0.9882
O -4.7302 3.2429 -0.9859
C -4.8244 4.5892 -1.6384
C -3.9973 4.5430 -2.9195
C -7.1539 2.1699 -0.3513
H -4.4017 5.2377 -0.8741
H -5.9395 4.7635 -1.8275
H -2.9439 4.4030 -2.6860
H -3.9596 5.5375 -3.4233
H -4.3669 3.8480 -3.6143
H -7.5961 3.1252 -0.6193
H -6.7882 2.0830 0.6837
H -7.7310 1.2444 -0.4625
O 4.3926 -1.1226 -5.1898
S 4.5852 -2.1819 -4.2544
O 5.0056 -3.4213 -4.8211
O 5.6219 -1.6825 -3.2244
C 5.7076 -0.2933 -2.9599
C 6.8884 -0.1133 -2.0414
C 3.1322 -2.4070 -3.2674
H 4.7218 -0.0371 -2.5266
H 5.8921 0.2847 -3.8726
H 7.6838 0.0338 -2.7730
H 6.9663 -0.9105 -1.2771
H 6.8125 0.8315 -1.5657
H 2.3859 -2.8501 -3.8990
H 2.7968 -1.4796 -2.7797
H 3.4547 -3.1225 -2.4862
O -4.8311 -0.5879 -4.7963
S -3.8385 -1.3215 -4.0743
O -3.1427 -2.4476 -4.7269
O -2.6967 -0.3686 -3.6123
C -2.8225 1.0212 -3.5055
C -1.5016 1.6211 -3.7755
C -4.5291 -1.8673 -2.4933
H -3.1803 1.2376 -2.5057
H -3.5927 1.3714 -4.1879
H -0.7646 1.3420 -2.9882
H -1.6049 2.6976 -3.6947
H -1.0980 1.3183 -4.7172
H -3.7787 -2.3539 -1.9619
H -5.3068 -2.6299 -2.7327
H -4.9017 -0.9604 -2.0498
O 3.1707 -5.3979 3.4166
S 2.9302 -4.4254 2.3308
O 1.9710 -4.7036 1.3309
O 2.6138 -3.0386 3.0225
C 2.3783 -2.9519 4.4340
C 3.5805 -2.5486 5.2898
C 4.4530 -4.0235 1.4521
H 2.0022 -3.8762 4.7889
H 1.5835 -2.1797 4.4852
H 4.0616 -1.5273 5.1351
H 4.3319 -3.3149 5.2877
H 3.1931 -2.5200 6.2904
H 4.6459 -4.8670 0.8203
H 5.2677 -3.8361 2.1779
H 4.2082 -3.1539 0.8542
C -1.7274 -0.4859 0.2848
C -0.3265 -0.4977 0.8525
C 0.4825 -1.7532 0.6390
O 1.7073 -1.2976 -0.0472
C 1.5533 -0.0099 -0.3955
O 2.2909 0.6098 -1.1106
O 0.4543 0.5127 0.1732
H -2.0461 0.5073 0.5290
H -2.2839 -1.3243 0.6773
H -1.6749 -0.6820 -0.7694
H -0.2432 -0.1825 1.9014
H 0.0068 -2.3474 -0.1206
H 0.8763 -2.3304 1.4495
*
```

Record 4
Entry from OMol25: a cluster of 2 separate species, C12H16N2 in total at a distorted geometry (wB97M-V/def2-TZVPD).

Calculated values
* HOMO-LUMO gap: 9.0 eV
* ΔE to the lowest compared entry with this formula, charge and spin: 138.3 kJ/mol
* calculated total energy: -576.32732 hartree
* SMILES: Cc1c[nH]cn1.CCc1ccccc1

```
! wB97M-V def2-TZVPD RIJCOSX def2/J DEFGRID3
* xyz 0 1
C -0.8153 -0.3395 2.2045
C -0.7902 -1.6638 1.6354
C 0.3388 -2.3994 1.3307
N -0.0775 -3.5939 0.7208
C -1.4746 -3.4426 0.5413
N -1.8624 -2.3997 1.1916
H -0.2388 0.5048 1.7690
H -0.3490 -0.2793 3.1930
H -1.8467 0.0172 2.3001
H 1.3442 -2.0855 1.5531
H 0.4865 -3.8522 -0.0812
H -2.1491 -4.0722 0.0070
C -0.3100 1.0034 -3.3240
C -0.9681 1.2955 -1.9631
C 0.0248 1.2858 -0.7916
C 1.0723 0.3943 -0.7725
C 2.0647 0.5224 0.2139
C 1.9075 1.5028 1.1901
C 0.8824 2.4382 1.0780
C -0.0891 2.3711 0.0709
H -1.0899 0.5335 -3.9394
H 0.4423 0.2250 -3.3044
H 0.2418 1.8364 -3.7491
H -1.4529 2.2472 -2.0298
H -1.8171 0.6268 -1.7566
H 1.1554 -0.4032 -1.4784
H 2.7805 -0.2911 0.3763
H 2.6768 1.6918 1.9364
H 0.7460 3.1822 1.8649
H -0.8331 3.1441 0.0135
*
```

Question: calculated total energy of number 3 (C46H102O27S6)?
Answer: -6234.28663 hartree

Question: calculated total energy of number 2 (C3H10N5)?
Answer: -393.55774 hartree

Question: Which of these has the highest calculated total energy?
Answer: C3H10N5

Question: Among the records above, which one has the highest calculated total energy?
Answer: C3H10N5